48
Properties=species:S:1:pos:R:3:forces:R:3 method="wB97M-V/def2-TZVPD" spin_multiplicity=2 total_charge=-1 homo_lumo_gap_ev="2.0 / 9.5" e_lumo_ev="2.42 / 2.40" homo_energy_ev="0.447 / -7.088" relative_energy_kj_mol=40.9
C -4.239431 -0.421996 -2.367842 1.1 -1.3 0.5
O -4.011256 0.849898 -2.939779 -1.0 0.2 0.0
H -4.302014 -0.421119 -1.279643 -0.4 0.6 0.0
H -5.068002 -0.999629 -2.777615 -0.3 0.4 0.0
H -3.361475 -1.043435 -2.544158 0.2 -0.2 -0.2
H -4.363335 0.769057 -3.829221 0.2 0.4 -0.1
C -0.800152 -1.335834 0.020008 0.1 0.0 -0.8
O -1.699749 -1.182982 1.066091 0.1 0.4 0.7
H -1.273201 -1.134191 -0.941064 0.1 0.6 -0.2
H 0.014187 -0.641631 0.227464 0.1 -0.2 -0.4
H -0.438544 -2.353077 -0.130151 0.3 -0.3 0.5
H -2.481290 -1.712517 0.891770 -0.9 -0.5 0.2
C 0.316172 1.634796 2.233561 0.3 -0.5 0.3
C -0.416988 2.287308 1.066729 -0.8 -1.0 1.3
C -1.904506 2.479720 1.380022 -0.3 -0.2 0.3
O 0.106263 3.540803 0.745969 1.0 0.7 -0.8
H 1.383550 1.515215 2.047837 0.2 0.5 -0.2
H 0.023893 0.596498 2.390380 -0.6 0.1 0.0
H 0.182441 2.148096 3.185796 -0.1 0.2 0.0
H -0.227180 1.583916 0.255984 -0.4 0.5 -0.5
H -2.408170 1.605445 1.792417 0.1 -0.4 -0.6
H -2.452381 2.922030 0.547978 0.0 -0.4 -0.2
H -2.049515 3.181166 2.201634 0.5 0.4 0.2
H -0.002529 4.118042 1.505288 -0.1 0.0 0.1
C 4.965618 -0.394318 0.798925 0.8 1.1 0.9
C 4.312660 -0.443671 -0.555352 -0.1 -0.7 0.0
C 4.914867 -1.520460 -1.443689 0.2 -0.1 -0.5
O 2.908495 -0.682788 -0.366544 0.0 0.1 -0.2
H 4.979091 -1.325625 1.365121 -0.6 -0.2 -0.2
H 4.509107 0.398030 1.392124 -0.4 -0.2 0.2
H 6.014677 -0.100583 0.834978 0.2 0.0 -0.7
H 4.315114 0.514684 -1.074638 0.3 0.1 0.2
H 4.728166 -2.503698 -1.011846 -0.2 -0.1 -0.1
H 5.994969 -1.472746 -1.582218 0.2 0.4 0.4
H 4.531183 -1.451830 -2.461618 -0.4 -0.2 0.1
H 2.770535 -1.405604 0.249985 0.0 -0.2 0.2
O -1.397992 1.753483 -3.189795 0.3 0.5 -0.3
H -0.867885 1.358649 -2.497465 0.4 -0.3 0.1
H -2.280262 1.797227 -2.821104 -0.5 -0.2 0.0
O -0.058813 -2.135833 3.093248 0.8 -0.2 0.5
H -0.522057 -2.329957 3.908078 -0.1 -0.1 0.1
H -0.655016 -1.565199 2.608325 -0.7 0.1 -0.7
O 0.904004 0.540300 -1.879434 -0.4 0.3 -0.5
H 1.466100 -0.064956 -1.395756 0.4 -0.3 0.3
H 1.296682 1.400988 -1.733698 0.1 0.3 0.0
O -4.090838 -2.639473 0.968885 1.3 0.6 0.0
H -4.364396 -3.422849 1.446092 -0.3 -0.8 0.4
H -4.900798 -2.289351 0.597944 -0.9 0.3 -0.4